{"formula": "C41H39GeN2O2ReSb", "method": "wB97M-V/def2-TZVPD", "spin_multiplicity": 1, "fmax_ha_per_bohr": 0.0538, "charge": 3, "e_above_lowest_kj_mol": 242.4, "e_tot_ev": -115376.6369, "symbols": ["Re", "Sb", "Ge", "O", "O", "N", "N", "C", "C", "C", "C", "C", "C", "C", "C", "C", "C", "C", "C", "C", "C", "C", "C", "C", "C", "C", "C", "C", "C", "C", "C", "C", "C", "C", "C", "C", "C", "C", "C", "C", "C", "C", "C", "C", "C", "C", "C", "C", "H", "H", "H", "H", "H", "H", "H", "H", "H", "H", "H", "H", "H", "H", "H", "H", "H", "H", "H", "H", "H", "H", "H", "H", "H", "H", "H", "H", "H", "H", "H", "H", "H", "H", "H", "H", "H", "H", "H"], "coordinates": [[1.303, 1.122, 0.463], [-1.278, 1.849, 0.220], [1.449, -2.453, -0.452], [3.181, 4.572, 1.501], [2.256, 2.515, 1.539], [2.465, 2.237, -0.979], [2.621, 3.561, -0.465], [-1.163, -4.612, -2.900], [2.036, -3.088, 3.644], [0.163, 0.719, 2.469], [0.866, 0.638, 3.670], [-0.895, 1.662, 2.304], [-1.457, -2.291, -3.481], [-2.373, 3.508, 3.244], [-0.910, 3.936, -1.925], [2.176, -2.673, 2.328], [-0.505, 2.414, 4.521], [0.938, -3.859, 4.011], [-2.500, -1.260, 0.780], [-3.013, 0.908, -0.463], [-1.105, 2.797, -2.894], [5.461, -4.202, -2.323], [-0.393, 6.271, -1.527], [-3.864, 1.733, -1.201], [3.954, -4.029, -0.440], [-4.577, -0.874, -0.567], [-0.760, 4.828, 0.349], [-3.350, -0.401, -0.109], [0.535, 1.514, 4.692], [-5.426, -0.076, -1.320], [2.737, 3.621, 0.954], [-1.011, 3.780, -0.536], [1.416, -0.488, -0.222], [-0.012, -4.220, 3.068], [0.115, -2.914, -1.764], [-5.079, 1.231, -1.632], [-0.612, 5.210, -2.397], [0.128, -3.813, 1.746], [-1.783, -3.630, -3.662], [-0.212, -4.258, -1.955], [-0.508, -1.932, -2.536], [4.667, -3.333, -3.095], [-0.452, 6.082, -0.154], [3.163, -3.130, -1.191], [3.522, -2.826, -2.548], [5.100, -4.542, -0.986], [-1.239, 2.528, 3.325], [1.223, -3.037, 1.372], [0.263, -5.034, -1.362], [6.352, -4.640, -2.758], [2.786, -2.828, 4.381], [4.952, -3.102, -4.112], [2.017, 2.284, -1.895], [2.868, -2.199, -3.143], [-1.943, -1.531, -4.079], [-2.869, 3.487, 2.272], [1.067, 1.485, 5.633], [-3.594, 2.759, -1.426], [-0.550, 5.373, -3.465], [0.166, -0.161, 1.787], [-1.436, -1.066, 0.628], [-0.793, 4.678, 1.419], [-2.153, 2.510, -2.995], [3.664, -4.292, 0.569], [1.638, -0.110, 3.796], [-5.752, 1.857, -2.202], [3.316, 4.114, -0.955], [-0.265, -0.883, -2.394], [-0.768, 3.069, 5.344], [-0.855, -4.834, 3.356], [-2.522, -3.910, -4.401], [-0.555, 1.896, -2.588], [-2.739, -1.089, 1.833], [-2.665, -2.315, 0.570], [-4.875, -1.884, -0.315], [3.370, 1.775, -1.106], [-0.751, 3.073, -3.885], [-3.122, 3.266, 4.000], [5.736, -5.209, -0.418], [-0.166, 7.250, -1.927], [-0.610, -4.111, 1.010], [3.044, -2.082, 2.045], [0.832, -4.190, 5.036], [-0.258, 6.902, 0.524], [-2.037, 4.525, 3.447], [-6.374, -0.474, -1.656], [-1.418, -5.653, -3.045]]}

=====

{"formula": "C37H26BrCl3CrF5N3O3S4SeSi", "method": "wB97M-V/def2-TZVPD", "spin_multiplicity": 5, "fmax_ha_per_bohr": 0.0084, "charge": -2, "e_above_lowest_kj_mol": 29.3, "e_tot_ev": -315595.2708, "symbols": ["Br", "Se", "Cr", "Cl", "Cl", "Cl", "S", "S", "S", "S", "Si", "F", "F", "F", "F", "F", "O", "O", "O", "N", "N", "N", "C", "C", "C", "C", "C", "C", "C", "C", "C", "C", "C", "C", "C", "C", "C", "C", "C", "C", "C", "C", "C", "C", "C", "C", "C", "C", "C", "C", "C", "C", "C", "C", "C", "C", "C", "C", "C", "H", "H", "H", "H", "H", "H", "H", "H", "H", "H", "H", "H", "H", "H", "H", "H", "H", "H", "H", "H", "H", "H", "H", "H", "H", "H"], "coordinates": [[-2.240, 4.148, 0.042], [-1.979, -1.425, 2.702], [-0.457, -0.853, 0.635], [-1.398, -3.205, -2.444], [-3.231, -0.479, -2.361], [-3.949, -2.973, -0.418], [3.379, -0.224, -3.791], [-0.241, -0.441, -4.357], [2.349, -1.118, 2.174], [2.976, 2.520, -2.242], [-2.222, -1.825, -1.031], [-3.638, -7.254, 2.344], [-5.156, -5.460, 3.723], [-0.603, -3.859, 1.251], [-1.357, -6.416, 1.117], [-4.425, -2.896, 3.875], [2.884, -1.136, 3.519], [0.512, -0.441, -1.023], [2.070, -2.379, 1.532], [1.052, -0.209, 2.024], [-3.400, 1.748, 0.748], [-0.526, 1.309, 2.520], [-3.261, -5.964, 2.417], [-2.469, -3.254, 2.579], [0.672, 0.809, 2.862], [-0.413, 2.896, 4.298], [5.130, -0.363, -0.653], [-2.103, -5.534, 1.798], [-4.024, -5.051, 3.116], [-0.532, 1.836, -3.259], [1.144, 0.281, -1.988], [4.885, 1.625, 0.654], [1.741, 1.596, -1.463], [-6.390, -0.337, -0.170], [1.389, 1.339, 3.954], [4.175, -1.000, 0.129], [3.935, 1.000, 1.440], [6.439, 1.674, -1.327], [0.168, 0.675, -3.114], [-5.592, 1.940, -0.922], [2.815, 3.816, -1.133], [0.833, 2.385, 4.657], [-4.642, 2.946, -0.903], [-4.317, 0.779, 0.706], [-3.624, -3.730, 3.188], [-1.348, 0.649, -5.067], [-5.440, 0.823, -0.111], [-3.573, 2.776, -0.039], [-1.408, 1.821, -4.378], [2.201, -0.655, -2.604], [1.848, 3.558, -0.213], [5.488, 0.956, -0.409], [-1.726, -4.206, 1.885], [1.227, 2.295, -0.420], [-1.048, 2.308, 3.219], [3.231, -2.674, -3.121], [2.240, -1.993, -2.362], [3.579, -0.315, 1.171], [3.929, -1.841, -3.939], [-2.061, 2.642, -4.643], [1.576, 4.231, 0.590], [6.953, 2.487, -0.812], [3.867, -2.016, -0.076], [-7.399, -0.009, -0.430], [3.459, 4.679, -1.208], [-0.431, 2.670, -2.579], [1.372, 2.803, 5.500], [-4.716, 3.821, -1.532], [5.139, 2.662, 0.845], [-6.048, -1.050, -0.923], [2.333, 0.905, 4.242], [4.734, -2.083, -4.614], [1.559, -2.452, -1.660], [-6.443, 2.013, -1.590], [-6.423, -0.868, 0.780], [5.567, -0.891, -1.493], [-1.920, 0.358, -5.934], [-2.025, 2.642, 2.884], [-0.876, 3.710, 4.839], [3.411, -3.739, -3.059], [0.404, 1.932, 0.170], [5.887, 2.104, -2.168], [7.188, 0.993, -1.735], [-4.122, -0.082, 1.340], [3.453, 1.540, 2.246]]}

=====

{"formula": "C4H15N3O", "method": "wB97M-V/def2-TZVPD", "spin_multiplicity": 1, "fmax_ha_per_bohr": 0.0389, "e_above_lowest_kj_mol": 100.3, "e_tot_ev": -10908.4995, "symbols": ["O", "N", "N", "N", "C", "C", "C", "C", "H", "H", "H", "H", "H", "H", "H", "H", "H", "H", "H", "H", "H", "H", "H"], "coordinates": [[-2.094, 0.223, 2.086], [-0.827, 1.902, -0.464], [1.589, 0.013, 1.607], [-0.232, -2.209, -0.318], [-0.029, 0.715, -0.153], [1.126, 1.112, 0.749], [-0.379, -1.394, -1.508], [0.532, -0.114, -1.342], [0.856, 1.890, 1.468], [0.455, 0.443, -2.286], [0.479, -2.923, -0.371], [-1.749, 1.693, -0.822], [1.550, -0.429, -1.174], [-1.052, -2.670, 0.054], [-1.406, -1.029, -1.555], [1.952, 1.612, 0.196], [2.431, 0.279, 2.080], [-1.142, 0.282, 1.995], [-0.597, -0.032, 0.383], [-0.107, -1.932, -2.404], [1.565, -0.883, 1.141], [-2.607, 0.955, 1.738], [-0.314, 2.494, -1.101]]}

=====

Across the entries above, molar mass takes the values 972.35, 1129.20, 121.18 u, respectively.